# 1
Molecular formula: C5H34N3O10
Method: DFT, wB97M-V/def2-TZVPD

Geometry (Å):
1 C -4.03052 -0.66275 1.91960
2 C -3.06233 -1.00733 0.79927
3 C -2.92756 -2.50458 0.55916
4 C -1.84830 -3.01390 -0.42783
5 N 1.61888 -1.95558 -0.96208
6 C 0.51025 -2.68417 -0.98569
7 N -0.54895 -2.36186 -0.27364
8 N -1.72916 -0.35005 1.12759
9 H -4.21702 0.43246 1.99044
10 H -3.81899 -1.13956 2.86586
11 H -5.03205 -1.03996 1.64259
12 H -3.49943 -0.51533 -0.12039
13 H -3.94679 -2.90331 0.08615
14 H -2.83323 -2.94025 1.53908
15 H -2.15514 -2.65946 -1.44857
16 H -1.83161 -4.10471 -0.65691
17 H 2.50166 -2.33020 -1.30136
18 H 1.68053 -1.06630 -0.46953
19 H 0.37641 -3.53614 -1.61292
20 H -0.56836 -1.57657 0.35974
21 H -1.89812 0.64423 1.15667
22 H -1.46666 -0.77048 2.01229
23 H 4.13349 -2.81474 1.36736
24 H 4.00040 -1.22776 1.15126
25 O 3.61961 -2.02868 1.53688
26 H -1.21831 -0.46260 -1.72798
27 H -2.04842 0.45604 -2.43057
28 O -1.78338 -0.46843 -2.57277
29 H 1.37420 1.27107 0.95058
30 H 2.38257 1.68355 -0.01316
31 O 1.79653 0.92278 0.15787
32 H 2.12462 3.77441 0.68418
33 H 3.33200 4.10070 0.07486
34 O 3.01614 3.35215 0.60064
35 H -0.84706 2.15669 -3.78736
36 H 0.05968 2.09451 -2.54156
37 O -0.87446 2.10377 -2.82345
38 H -0.23753 3.64343 0.84155
39 H 0.17861 3.85783 2.44043
40 O 0.41786 3.62868 1.54834
41 H -1.94282 4.34350 -0.31005
42 H -1.60818 3.00649 -1.22671
43 O -1.39896 3.58325 -0.49257
44 H 3.58172 0.41075 -0.64658
45 H 4.68368 0.70080 0.39271
46 O 4.39098 0.01326 -0.21725
47 H 1.95645 -1.93641 3.90223
48 H 0.70299 -1.46639 2.94002
49 O 1.06901 -1.58911 3.81468
50 H 3.11582 1.23069 -3.34392
51 H 2.43604 2.28046 -4.24018
52 O 2.31323 1.42514 -3.82896

Calculated values
Energy relative to the best compared isomer or geometry (same formula, charge and spin) = 43.50 kcal per mole
Total charge = +1
LUMO energy = -2.442 eV
Multiplicity = 1

---

# 2
Molecular formula: C5H34NO14
Method: DFT, wB97M-V/def2-TZVPD

Geometry (Å):
1 C -0.44992 0.57269 1.67993
2 N -0.32435 1.01105 0.30112
3 C -0.05114 -0.04655 -0.71057
4 C -0.28303 0.54850 -2.09541
5 C -1.72875 0.98228 -2.39444
6 O -1.93749 2.33603 -2.02313
7 C 1.51865 -0.36495 -0.55339
8 O 1.97702 -0.28099 0.68604
9 H 0.18393 1.16990 2.33627
10 H -0.23135 -0.49729 1.72867
11 H -1.46969 0.66428 2.15017
12 H -1.01900 1.72365 0.02925
13 H -0.68118 -0.89763 -0.61655
14 H 0.36512 1.41350 -2.21619
15 H -0.02067 -0.16976 -2.92301
16 H -1.90068 0.89776 -3.51333
17 H -2.28586 0.26225 -1.77516
18 H 2.10538 0.34869 -1.17663
19 H -1.82293 -4.20042 -0.38085
20 H -1.47089 -3.37633 0.89086
21 O -1.48212 -3.34877 -0.10018
22 H 3.83578 2.83214 0.45889
23 H 3.17041 2.21541 -0.75782
24 O 3.53634 3.06111 -0.46361
25 H -3.50233 0.25331 1.04063
26 H -4.07850 0.66508 -0.17433
27 O -4.11882 0.95170 0.74607
28 H 4.52250 -0.88320 0.25553
29 H 3.43336 -1.80999 -0.14106
30 O 4.37415 -1.82067 0.09672
31 H 0.28381 -3.39119 2.56403
32 H 0.00382 -4.61735 1.77804
33 O -0.47344 -3.95261 2.29526
34 H 1.66942 -1.65280 -2.87431
35 H 1.48877 -2.45383 -0.46321
36 O 1.83750 -1.74557 -1.02877
37 H 1.02718 2.90162 1.54146
38 H 1.88983 1.65688 1.35506
39 O 1.93770 2.64709 1.33483
40 H 0.80370 4.51972 -0.69600
41 H 0.88363 3.06078 -0.12201
42 O 0.65428 3.59209 -0.91382
43 H -2.92347 -2.18968 0.25243
44 H 0.50073 -2.50246 -2.55085
45 O 0.85906 -1.97706 -3.31804
46 H 2.68583 -2.50733 2.08705
47 H 1.61039 -1.44261 1.43731
48 O 1.78228 -2.21967 2.19478
49 H -2.11855 3.26580 2.07053
50 H -3.07067 2.94498 0.91112
51 O -2.72668 3.69169 1.44354
52 H -1.08369 2.73608 -1.82123
53 H -4.15432 -2.63701 1.16215
54 O -3.53107 -1.94033 0.97619

Calculated values
Energy relative to the best compared isomer or geometry (same formula, charge and spin) = 103.12 kcal per mole
Total charge = -1
LUMO energy = 2.231 eV
Multiplicity = 1